Molecular formula: C46H45Cl5CsN5O2
Method: DFT, the ωB97M-V functional and the def2-TZVPD basis

## Properties
**Charge**: -2
**2S+1**: 1
**Lowest unoccupied orbital energy**: 3.696 eV

Cartesian coordinates (Å):
Cs (0.2609, 1.0188, 0.5163)
O (2.0179, 0.4988, -1.0634)
C (3.0543, -0.3346, -0.8812)
C (3.6004, -0.3122, 0.6318)
C (2.8101, -1.1310, 1.6266)
C (3.1117, -2.4750, 1.8376)
C (2.3699, -3.1954, 2.7538)
C (1.3548, -2.5638, 3.4464)
C (1.1122, -1.2135, 3.2070)
C (0.0178, -0.4952, 3.9534)
C (-1.3890, -0.4759, 3.1866)
O (-1.3888, 0.3937, 2.1641)
C (-1.6492, -1.9401, 2.7480)
C (-1.5926, -2.2622, 1.3969)
C (-1.7787, -3.5719, 0.9623)
C (-2.0289, -4.5846, 1.8789)
C (-2.1006, -4.2727, 3.2339)
C (-1.9156, -2.9639, 3.6575)
C (-2.4937, -0.0407, 4.1910)
C (-3.8042, -0.5093, 4.0979)
C (-4.8178, 0.0060, 4.8979)
C (-4.5464, 1.0097, 5.8208)
C (-3.2478, 1.4929, 5.9201)
C (-2.2418, 0.9749, 5.1136)
N (1.8363, -0.5207, 2.3165)
C (4.1842, 0.1587, -1.8294)
C (5.1361, 1.0849, -1.4062)
C (6.0414, 1.6585, -2.2959)
C (6.0150, 1.3180, -3.6406)
C (5.0674, 0.3949, -4.0798)
C (4.1695, -0.1719, -3.1868)
C (2.7508, -1.8243, -1.1932)
C (1.4353, -2.2750, -1.2746)
C (1.1643, -3.6339, -1.4220)
C (2.1949, -4.5577, -1.5297)
C (3.5127, -4.1097, -1.5038)
C (3.7799, -2.7576, -1.3385)
H (3.5673, 0.7351, 0.9443)
H (4.6366, -0.6653, 0.6320)
H (3.9158, -2.9436, 1.2904)
H (2.5793, -4.2452, 2.9228)
H (0.7584, -3.1009, 4.1691)
H (0.3055, 0.5486, 4.0822)
H (-0.1145, -0.9626, 4.9345)
H (-1.4114, -1.4597, 0.6913)
H (-1.7366, -3.7935, -0.0994)
H (-2.1758, -5.6057, 1.5445)
H (-2.3068, -5.0537, 3.9591)
H (-1.9834, -2.7281, 4.7157)
H (-4.0423, -1.2806, 3.3725)
H (-5.8277, -0.3744, 4.7906)
H (-5.3362, 1.4172, 6.4419)
H (-3.0183, 2.2912, 6.6185)
H (-1.2435, 1.3906, 5.1875)
H (5.1640, 1.3759, -0.3614)
H (6.7701, 2.3791, -1.9369)
H (6.7190, 1.7606, -4.3367)
H (5.0260, 0.1200, -5.1280)
H (3.4232, -0.8750, -3.5435)
H (0.6238, -1.5560, -1.2369)
H (0.1325, -3.9646, -1.4764)
H (1.9763, -5.6140, -1.6450)
H (4.3303, -4.8165, -1.6084)
H (4.8110, -2.4158, -1.3104)
Cl (-3.9613, 1.9808, -2.1386)
C (-3.6352, 3.5395, -1.3326)
C (-2.3454, 3.8121, -0.9345)
C (-2.1952, 5.0347, -0.3201)
Cl (-0.5740, 5.4764, 0.2714)
C (-3.2185, 5.9584, -0.1211)
Cl (-2.9397, 7.5074, 0.6342)
C (-4.5047, 5.6318, -0.5479)
Cl (-5.8162, 6.7477, -0.3260)
C (-4.7198, 4.3961, -1.1579)
Cl (-6.3280, 3.9732, -1.6841)
C (2.9999, 6.3862, 0.3802)
N (3.1538, 5.0417, -0.1567)
C (4.2446, 4.7998, -1.0899)
C (2.7737, 4.0203, 0.6205)
N (2.3813, 3.1375, 1.2579)
H (2.9537, 7.0912, -0.4506)
H (3.8344, 6.6639, 1.0365)
H (2.0688, 6.4509, 0.9373)
H (4.1520, 5.4924, -1.9271)
H (4.1769, 3.7828, -1.4714)
H (5.2257, 4.9420, -0.6198)
C (-2.8661, -0.6043, -4.7388)
C (-3.1360, -1.8580, -3.9014)
C (-3.2452, -3.0705, -4.8188)
C (-4.4276, -1.6918, -3.1073)
N (-2.0375, -2.1601, -2.9663)
N (-1.7397, -1.1686, -1.9966)
H (-3.6674, -0.4507, -5.4697)
H (-1.9204, -0.7026, -5.2825)
H (-2.8135, 0.2921, -4.1189)
H (-4.0953, -2.9649, -5.4986)
H (-3.3739, -3.9786, -4.2241)
H (-2.3384, -3.1808, -5.4233)
H (-5.2825, -1.6200, -3.7860)
H (-4.4065, -0.7819, -2.5038)
H (-4.5724, -2.5482, -2.4428)
H (-1.1874, -2.3211, -3.4927)
H (-2.4186, -1.2146, -1.2486)
H (-1.7439, -0.2221, -2.3671)

These are the Löwdin partial charges, in e, on atoms 1 to 4: 1.34 -0.55 -0.57 -0.07